P | 37
Properties=species:S:1:pos:R:3:nbo_charge:R:1 method="wB97M-V/def2-TZVPD" e_homo_ev=-9.73 gap_ev=9.20
He 0.205 -0.335 -0.005 0.00
O 2.272 -0.115 2.627 -0.97
H 3.217 0.025 2.571 0.47
H 1.891 0.645 2.188 0.49
O 2.344 -2.084 -2.940 -0.99
H 1.416 -1.949 -3.135 0.50
H 2.360 -2.338 -2.017 0.48
O -2.466 -1.328 1.406 -0.98
H -3.035 -1.846 1.976 0.48
H -1.595 -1.705 1.529 0.51
O -0.457 3.434 -1.149 -0.94
H -0.887 3.827 -1.909 0.50
H -0.023 4.168 -0.714 0.48
O -2.786 -1.504 -1.370 -0.97
H -3.479 -2.132 -1.574 0.47
H -2.666 -1.579 -0.423 0.49
O 0.936 1.272 -2.125 -0.96
H 1.842 1.523 -1.946 0.47
H 0.421 2.042 -1.882 0.49
O 0.059 -2.269 2.165 -0.98
H 0.507 -3.069 1.892 0.49
H 0.758 -1.621 2.256 0.50
O 2.902 -3.122 -0.358 -0.94
H 3.697 -2.798 0.065 0.48
H 3.136 -3.996 -0.672 0.48
O -0.451 -1.028 -2.783 -1.00
H -1.201 -1.252 -2.232 0.49
H -0.107 -0.220 -2.403 0.49
O -1.801 1.489 2.047 -0.96
H -0.939 1.772 1.743 0.47
H -1.844 0.560 1.817 0.50
O -2.865 2.723 -0.036 -0.99
H -2.739 2.353 0.838 0.49
H -1.986 2.979 -0.317 0.46
O 0.988 2.134 1.544 -0.95
H 1.782 2.553 1.211 0.48
H 0.593 2.791 2.118 0.49

***

Q | 37
Properties=species:S:1:pos:R:3:nbo_charge:R:1 method="wB97M-V/def2-TZVPD" e_homo_ev=-10.38 gap_ev=10.08
He 0.221 0.375 -0.239 0.00
O 0.168 3.232 -0.467 -0.96
H 0.683 2.530 -0.863 0.49
H 0.208 3.948 -1.102 0.47
O 1.521 0.409 2.541 -0.99
H 1.667 -0.417 2.079 0.47
H 0.584 0.578 2.440 0.49
O -2.387 -1.622 2.232 -0.95
H -2.319 -1.200 1.376 0.49
H -3.234 -1.335 2.575 0.46
O -3.105 -1.099 -0.721 -0.98
H -3.627 -0.735 -1.436 0.47
H -2.361 -1.517 -1.156 0.51
O -1.182 1.000 2.670 -0.95
H -1.652 0.552 3.374 0.49
H -0.926 1.840 3.049 0.48
O 1.810 1.251 -2.159 -0.96
H 1.364 0.634 -2.740 0.48
H 2.457 0.719 -1.696 0.46
O 0.022 -0.288 -3.696 -0.95
H -0.515 0.303 -4.225 0.50
H 0.693 -0.606 -4.300 0.49
O 1.604 -2.753 -1.054 -0.97
H 1.938 -2.652 -0.163 0.50
H 2.057 -2.077 -1.558 0.46
O 2.636 3.144 1.745 -0.96
H 1.942 3.050 1.093 0.48
H 2.881 2.245 1.965 0.48
O 2.455 -2.145 1.489 -0.96
H 2.456 -2.721 2.254 0.50
H 3.273 -1.653 1.558 0.49
O -3.297 1.478 0.353 -0.97
H -3.333 0.645 -0.119 0.47
H -2.923 1.254 1.205 0.47
O -0.947 -2.281 -2.151 -0.99
H -0.199 -2.655 -1.685 0.50
H -0.634 -1.433 -2.467 0.48

***

Energies in kcal/mol, measured from the most stable structure: P 0.0; Q 1.6.

***

P | 15
Properties=species:S:1:pos:R:3:nbo_charge:R:1 method="wB97M-V/def2-TZVPD" e_homo_ev=-13.45 total_charge=+1 gap_ev=7.09
C 0.498 -0.472 0.125 -0.09
C 0.478 -1.752 -0.409 0.41
C 0.522 1.734 -0.855 -0.12
N 0.876 0.404 -0.736 -0.18
N -0.021 2.460 0.218 -0.87
N -1.316 -2.197 0.950 -0.51
O -0.418 -2.696 -0.093 -0.24
H 0.160 -0.205 1.145 0.22
H 1.056 -1.749 -1.324 0.26
H -0.039 1.741 -1.751 0.27
H 1.440 2.131 -1.180 0.24
H 0.528 2.401 1.086 0.40
H -2.131 -2.758 0.911 0.39
H -0.900 -2.168 1.874 0.38
H -0.734 3.128 0.039 0.42

***

Q | 15
Properties=species:S:1:pos:R:3:nbo_charge:R:1 method="wB97M-V/def2-TZVPD" e_homo_ev=-13.26 total_charge=+1 gap_ev=8.33
C -0.901 0.173 0.321 -0.33
C -2.117 0.315 -0.048 0.53
C -0.235 -1.202 0.469 0.41
N 1.846 0.737 -0.202 -0.68
N -3.358 0.190 -0.346 -0.65
N 1.604 -0.614 -0.347 -0.57
O -0.665 -2.159 -0.106 -0.55
H -0.367 0.999 0.653 0.30
H 0.252 -1.324 1.372 0.15
H 1.360 1.245 -0.954 0.35
H -4.072 0.402 0.351 0.45
H -3.718 0.124 -1.282 0.45
H 2.022 -1.147 0.402 0.39
H 1.790 -0.830 -1.267 0.38
H 2.769 1.071 -0.262 0.37

***

Energies in kcal/mol, measured from the most stable structure: P 16.0; Q 0.0.

***

P | 15
Properties=species:S:1:pos:R:3:nbo_charge:R:1 method="wB97M-V/def2-TZVPD" e_homo_ev=-14.72 total_charge=+1 gap_ev=9.74
H 2.732 2.006 -0.354 0.38
N 1.826 1.590 -0.644 -0.26
N 1.489 0.952 0.334 -0.13
C 0.135 0.139 0.043 0.78
N -0.426 0.476 -1.059 -0.50
C -1.517 -0.147 -1.736 -0.46
O -0.312 -0.555 0.984 -0.42
C 0.332 -1.062 2.182 -0.28
H 0.101 0.938 -1.717 0.44
H -2.235 -0.243 -0.884 0.23
H -1.247 -1.070 -2.183 0.24
H -2.196 0.514 -2.470 0.27
H 1.315 -0.600 2.317 0.23
H 0.193 -2.215 2.038 0.25
H -0.192 -0.724 3.149 0.24

***

Q | 15
Properties=species:S:1:pos:R:3:nbo_charge:R:1 method="wB97M-V/def2-TZVPD" e_homo_ev=-13.24 total_charge=+1 gap_ev=10.06
C 1.504 -0.140 0.478 -0.08
C 1.416 1.189 0.787 0.06
C -0.164 0.753 -0.663 0.47
N 0.609 -0.420 -0.515 -0.21
N 0.084 -1.633 -0.987 -0.61
N -1.810 0.273 0.647 -1.03
O 0.411 1.695 -0.007 -0.36
H 2.136 -1.022 0.863 0.27
H 2.163 1.793 1.238 0.26
H -0.851 1.051 -1.507 0.26
H 0.804 -2.262 -0.886 0.38
H -0.153 -1.647 -1.910 0.38
H -1.959 0.503 1.659 0.41
H -1.586 -0.755 0.585 0.41
H -2.606 0.622 0.217 0.39

***

R | 15
Properties=species:S:1:pos:R:3:nbo_charge:R:1 method="wB97M-V/def2-TZVPD" e_homo_ev="-11.94 / -13.99" total_charge=+1 gap_ev="5.57 / 9.55"
C -0.145 0.222 0.081 0.59
C -2.087 0.570 1.530 -0.44
C 0.787 -1.892 -0.378 -0.25
N 2.309 1.433 -2.149 -0.20
N 2.445 0.740 -1.266 0.15
N -0.993 1.001 0.663 -0.57
O -0.192 -1.061 0.236 -0.48
H -2.277 1.338 2.277 0.23
H -1.809 -0.361 2.018 0.23
H -2.991 0.409 0.942 0.23
H 0.922 -1.622 -1.427 0.20
H 0.409 -2.910 -0.304 0.22
H 1.736 -1.811 0.153 0.21
H 2.820 1.947 -2.864 0.44
H -0.933 1.997 0.489 0.43

***

Energies in kcal/mol, measured from the most stable structure: P 14.4; Q 0.0; R 42.9.

***

P | 8
Properties=species:S:1:pos:R:3:nbo_charge:R:1 method="wB97M-V/def2-TZVPD" e_homo_ev=-9.19 gap_ev=8.67
C 2.160 1.368 0.873 -0.82
C -0.174 -1.123 -0.532 -0.70
O 2.283 -1.700 0.041 -0.91
P 2.932 0.835 -0.390 0.59
S 0.880 -2.069 0.338 1.16
H -1.255 -1.119 -0.478 0.23
H 0.104 -0.396 -1.240 0.23
H 2.116 1.590 1.937 0.22

***

Q | 8
Properties=species:S:1:pos:R:3:nbo_charge:R:1 method="wB97M-V/def2-TZVPD" e_homo_ev="-9.55 / -9.71" gap_ev="7.23 / 7.02"
C -0.097 -0.672 -0.444 -0.13
C -1.235 0.126 0.016 -0.81
O 2.531 -1.507 0.144 -0.97
P 1.501 -0.476 0.242 1.49
S 1.912 1.414 -0.163 -0.39
H -1.731 0.507 -0.862 0.25
H -2.037 -0.518 0.547 0.29
H -0.844 1.126 0.519 0.26

***

Energies in kcal/mol, measured from the most stable structure: P 12.2; Q 0.0.

***

P | 8
Properties=species:S:1:pos:R:3:nbo_charge:R:1 method="wB97M-V/def2-TZVPD" e_homo_ev="-9.40 / -9.40" gap_ev="7.88 / 7.88"
C 1.561 -1.491 -0.198 -0.23
C 2.376 -0.660 0.037 -0.24
O -2.541 -0.175 1.504 -0.87
P -1.726 1.032 -1.097 0.06
S -2.275 1.135 0.898 0.83
H 0.766 -2.281 -0.250 0.25
H 3.161 -0.027 0.130 0.22
H -1.322 2.467 -1.023 -0.02

***

Q | 8
Properties=species:S:1:pos:R:3:nbo_charge:R:1 method="wB97M-V/def2-TZVPD" e_homo_ev=-8.96 gap_ev=7.53
C -1.587 0.862 0.213 -0.15
C -1.339 -0.022 -0.580 -0.29
O 1.056 -2.084 -0.780 -0.89
P 2.188 0.378 -0.032 0.06
S 0.865 -1.122 0.329 0.86
H -1.243 1.398 1.029 0.22
H -1.841 -0.418 -1.404 0.24
H 1.902 1.008 1.225 -0.05

***

Energies in kcal/mol, measured from the most stable structure: P 0.0; Q 18.1.

***

P | 13
Properties=species:S:1:pos:R:3:nbo_charge:R:1 method="wB97M-V/def2-TZVPD" e_homo_ev=-2.47 total_charge=-1 gap_ev=6.30
S -1.578 -0.336 -3.365 -1.07
H -2.495 0.159 -2.528 0.08
C -0.413 -0.961 0.456 -0.63
C 0.043 0.485 0.214 -0.41
C 1.412 0.704 0.893 -0.61
H 0.432 -1.642 0.297 0.19
H -1.054 -1.326 -0.354 0.25
H -0.900 -1.025 1.427 0.18
H -0.693 1.169 0.640 0.18
H 0.054 0.626 -0.867 0.25
H 1.628 1.761 1.042 0.19
H 1.415 0.205 1.866 0.18
H 2.148 0.182 0.281 0.20

***

Q | 13
Properties=species:S:1:pos:R:3:nbo_charge:R:1 method="wB97M-V/def2-TZVPD" e_homo_ev=-2.32 total_charge=-1 gap_ev=5.79
S -4.229 -0.701 2.029 -1.08
H -3.081 -0.636 2.825 0.08
C 0.746 -1.179 -0.815 -0.63
C 1.133 0.348 -0.771 -0.39
C 0.256 1.294 0.146 -0.62
H -0.360 -1.447 -0.971 0.23
H 1.218 -1.765 -1.643 0.20
H 1.001 -1.614 0.219 0.20
H 2.089 0.520 -0.525 0.19
H 1.073 0.773 -1.796 0.18
H 0.043 0.567 0.917 0.22
H -0.701 1.670 -0.253 0.22
H 0.812 2.170 0.637 0.19

***

Energies in kcal/mol, measured from the most stable structure: P 0.0; Q 17.8.

***

P | 35
Properties=species:S:1:pos:R:3:nbo_charge:R:1 method="wB97M-V/def2-TZVPD" e_homo_ev=-7.78 gap_ev=8.65
C 1.467 3.478 0.566 -0.64
C 1.101 3.151 -0.776 -0.09
C 0.798 4.116 -1.732 -0.02
N 0.247 3.573 -3.015 -0.57
C 0.283 2.187 -2.852 0.19
C -0.141 1.156 -3.699 -0.29
C -0.201 -0.116 -3.206 -0.21
C 0.379 -0.386 -1.949 -0.21
C 0.725 0.572 -1.039 -0.24
C 0.741 1.870 -1.398 -0.07
H 2.517 3.710 0.765 0.22
H 1.361 2.516 1.148 0.22
H 0.868 4.234 1.126 0.23
H 1.086 5.184 -1.825 0.21
H 0.184 3.998 -3.950 0.42
H -0.685 1.545 -4.452 0.20
H -0.696 -0.880 -3.882 0.22
H 0.517 -1.659 -1.848 0.21
H 0.934 0.162 -0.001 0.23
C 1.039 -4.083 2.233 -0.63
C -0.074 -2.986 2.260 -0.03
C 0.254 -1.669 2.527 -0.20
C -0.684 -0.736 2.111 -0.26
C -1.976 -1.153 1.728 0.29
O -2.749 -0.147 1.242 -0.67
C -2.342 -2.492 1.632 -0.27
C -1.353 -3.436 1.708 -0.21
H 1.987 -3.733 1.833 0.21
H 0.753 -4.939 1.675 0.21
H 1.458 -4.397 3.149 0.21
H 1.296 -1.443 3.051 0.22
H -0.442 0.274 2.209 0.22
H -3.681 -0.303 1.518 0.47
H -3.429 -2.652 1.404 0.21
H -1.542 -4.516 1.740 0.22

***

Q | 35
Properties=species:S:1:pos:R:3:nbo_charge:R:1 method="wB97M-V/def2-TZVPD" e_homo_ev=-7.61 gap_ev=8.44
C 1.366 0.019 2.300 -0.64
C 1.965 0.910 1.235 -0.08
C 3.234 0.821 0.719 -0.07
N 3.340 1.807 -0.256 -0.52
C 2.121 2.378 -0.504 0.12
C 1.756 3.338 -1.414 -0.25
C 0.439 3.798 -1.394 -0.22
C -0.492 3.270 -0.490 -0.23
C -0.075 2.344 0.507 -0.21
C 1.204 1.851 0.450 -0.04
H 0.294 0.136 2.410 0.23
H 1.922 0.220 3.232 0.22
H 1.767 -0.964 1.996 0.22
H 3.944 0.190 1.273 0.22
H 4.126 1.889 -0.876 0.41
H 2.379 3.615 -2.258 0.21
H -0.020 4.537 -2.039 0.21
H -1.495 3.612 -0.447 0.21
H -0.866 2.046 1.163 0.21
C -0.246 -2.080 -2.349 -0.64
C -1.131 -2.029 -1.119 -0.03
C -0.541 -2.355 0.111 -0.20
C -1.362 -2.340 1.281 -0.24
C -2.730 -2.191 1.082 0.25
O -3.529 -2.321 2.212 -0.71
C -3.313 -1.902 -0.120 -0.24
C -2.487 -1.821 -1.273 -0.19
H 0.670 -2.628 -2.112 0.21
H -0.062 -1.222 -3.010 0.23
H -0.730 -2.729 -3.098 0.21
H 0.428 -2.717 0.322 0.21
H -0.883 -2.531 2.238 0.22
H -3.540 -3.217 2.548 0.48
H -4.397 -1.846 -0.131 0.23
H -3.057 -1.886 -2.190 0.22

***

Energies in kcal/mol, measured from the most stable structure: P 47.8; Q 0.0.